6 unconnected molecules or ions with the total composition C22H37Br10F3O6P2 in a non-equilibrium geometry, computed with the ωB97M-V functional and the def2-TZVPD basis.

```
80
Properties=species:S:1:pos:R:3:forces:R:3
H 2.42140 0.16462 7.49285 -0.040 -0.018 -0.082
H 6.44119 -1.64931 -5.77218 0.032 -0.037 0.028
H -0.52156 1.11687 1.27954 0.437 0.126 -0.200
H -0.90484 2.84101 -0.32865 0.413 -0.185 0.051
C -7.01146 2.86997 1.59303 -0.183 -0.077 -0.195
Br 2.01594 0.16123 4.57597 -0.065 0.965 1.538
C -2.22875 0.47505 -0.73739 1.726 0.020 -0.423
H 0.63265 2.63071 -1.15754 -0.010 0.077 0.606
H 2.18066 -2.58169 -2.19080 -0.141 0.261 0.330
Br 1.48262 4.18618 -3.18491 0.125 0.079 -0.103
H 3.14198 0.66341 -0.04819 0.297 0.445 -0.400
H -0.18145 5.81971 -2.37851 0.018 0.029 -0.027
H 0.35230 7.81588 -3.65681 -0.018 -0.059 0.050
H 4.39864 -1.46521 -1.46299 -0.176 -0.164 0.293
C -5.62521 -3.47461 0.63432 -0.019 0.319 -0.067
H 0.54534 -1.04021 6.14740 0.038 0.003 0.043
H 3.76157 -1.63384 0.24688 0.329 0.075 -0.498
H -6.86542 3.03021 0.52624 0.050 -0.051 0.029
C 1.61221 -1.14780 5.95950 -0.179 0.233 -0.091
H 2.90233 -1.18200 2.71506 -0.208 0.088 -0.466
H 3.74443 0.62336 -1.76722 -0.351 -0.081 0.349
C -6.16346 1.72301 2.07356 0.229 0.067 0.161
H -6.77323 -4.51081 -0.84939 0.059 0.037 0.024
C 0.86128 -1.58837 1.84876 -0.419 0.115 -0.419
C -6.91627 -4.06243 0.13207 0.024 -0.251 -0.011
H -6.81798 3.79622 2.12622 0.032 -0.071 0.031
Br 2.73615 7.50204 -4.20533 -0.044 -0.061 -0.057
F 2.00440 3.53755 1.01733 -0.014 0.042 0.043
Br -5.91833 -2.31802 2.17462 0.028 -0.028 0.074
Br 4.25113 -1.45819 7.02307 -0.022 0.088 -0.009
H -0.48323 -3.02840 1.05335 0.036 0.358 0.331
C 0.15249 2.56790 -0.16981 -0.101 -0.083 0.595
C 2.89522 0.85346 -1.10441 -0.602 -0.559 0.404
Br -7.52979 -5.51942 1.27139 -0.062 0.063 0.002
C 3.73523 -2.01651 -0.78802 -0.807 -0.517 0.521
H 6.78954 -3.94492 -4.59275 -0.051 0.074 -0.021
Br 7.26131 -3.06931 -2.30996 -0.053 -0.057 -0.048
H 6.50716 -0.90916 -4.16152 0.045 -0.075 0.029
H 4.06383 -3.07061 -0.73365 0.044 0.491 -0.153
H -1.24761 -1.78045 2.04978 0.106 -0.009 -0.379
H 0.54942 6.46703 -4.79327 -0.001 -0.047 0.072
F 0.46702 4.85946 0.21763 0.233 0.030 0.220
H 1.44482 6.28987 -1.85178 0.005 0.027 -0.068
C 0.84902 5.96315 -2.69848 -0.188 -0.175 -0.021
C 0.26932 1.18243 0.50548 -0.582 -1.057 0.590
H -5.13174 1.84898 1.74949 -0.049 0.018 -0.050
C 2.40057 -0.88469 7.21479 0.154 -0.259 0.118
C 0.91270 6.90724 -3.86919 0.171 0.236 0.035
O -2.09292 -0.47944 0.24310 -0.747 0.409 -0.841
H 2.63075 1.90128 -1.29463 -0.053 -0.369 0.215
C 0.00711 -0.01092 -0.50186 0.802 1.441 0.133
H -6.52726 0.75341 1.74510 -0.023 0.059 -0.013
Br 4.41070 -2.21345 -4.49040 0.012 0.084 0.046
P 1.51601 -0.32889 -1.58193 0.216 -0.254 -1.492
H -0.72159 -4.32354 -2.03107 0.032 -0.010 0.145
Br -8.91013 2.48662 1.79481 0.031 0.066 0.052
O -1.97257 -1.91741 -2.61782 1.214 0.475 0.802
C 0.68973 3.64443 0.77792 -0.484 -0.280 -1.032
H -5.17701 -2.82984 -0.11864 0.039 -0.094 -0.007
H 1.80512 -2.12806 5.53054 0.040 0.028 0.063
C 1.91486 -1.22950 2.30984 0.024 -1.487 -1.071
O -0.29144 -3.61707 -1.52492 0.155 1.404 -0.138
C 7.15954 -2.98214 -4.25265 0.228 0.079 0.209
H -7.72464 -3.33851 0.08319 0.065 0.015 0.042
O -3.16318 1.13973 -1.01929 -0.344 -0.328 0.473
F 0.05379 3.64052 1.96116 0.136 -0.055 -0.019
H 1.21660 1.01939 1.03702 -0.266 0.261 -0.309
H 1.68309 -2.61101 -0.49499 0.090 0.334 -0.261
O -2.54971 -3.18426 -0.56220 -0.083 0.215 0.239
C -0.47058 -1.95063 1.29001 0.672 0.093 0.106
H -4.90177 -4.22438 0.93780 -0.036 0.009 -0.058
H 8.18789 -2.85205 -4.58516 -0.047 0.040 -0.031
H 2.00502 -1.46995 8.04322 -0.036 -0.002 -0.058
C -0.85562 -1.17887 -0.00959 0.702 0.084 0.688
Br -6.08009 1.66371 4.01989 -0.046 -0.075 -0.058
H -1.43582 -1.17994 -2.95968 -0.060 -0.108 -0.115
C 2.24696 -2.03086 -1.23939 0.584 0.035 0.178
P -1.42363 -2.49745 -1.21112 -1.778 -1.812 -0.588
O -1.00012 0.59557 -1.38724 -1.098 -0.616 0.137
C 6.30738 -1.82711 -4.70659 -0.188 -0.082 -0.220
```
Forces are in eV/Å.

Output
- HOMO-LUMO gap (eV) = 8.90
- SMILES = C#CC[C@@]1(P(=O)(O)O)OC(=O)O[C@]1(CCC(F)(F)F)P(C)CC.BrCCBr.BrCCBr.BrCCBr.BrCCBr.BrCCBr
- charge = 0
- maximum force (eV Å⁻¹) = 2.61

These are the Mulliken partial charges, in e, on atoms 1 to 5:
1 H 0.35
2 H 0.36
3 H 0.60
4 H 0.30
5 C -0.57

---

A molecular structure, C22H37ClGaO3SSi in a non-equilibrium geometry, computed with the ωB97M-V functional and the def2-TZVPD basis.

```
66
Properties=species:S:1:pos:R:3:forces:R:3
H 2.91015 -1.17958 2.46238 -0.061 0.085 0.014
H 3.82165 2.50183 0.90489 -0.338 -0.141 0.040
C -2.76453 0.13288 1.66948 0.150 0.049 0.140
Cl -0.06514 -2.28111 -1.67963 0.157 -2.364 0.845
H 0.58370 3.77423 2.36134 -0.080 0.026 0.015
C -3.12864 -0.98831 0.70228 0.054 -0.222 -0.115
H -0.85543 -3.14474 1.91744 -0.025 0.114 0.005
H 2.66459 -0.11155 -1.73369 -0.458 0.055 -0.545
C 2.03869 -1.60426 2.96533 0.200 0.236 0.134
H -2.78920 -1.84408 -2.42109 0.553 0.547 -0.400
C 2.55362 2.14777 3.31141 0.074 0.032 0.121
O 0.85799 1.20544 2.02756 0.822 0.823 -0.554
H 3.37046 0.80063 1.05893 -0.061 -0.037 -0.077
H 1.94751 2.25695 -2.89227 -0.243 -0.427 -0.147
C 1.82924 1.26654 -3.33857 -0.104 -0.712 -0.901
C -3.31932 -0.17202 3.05938 -0.044 -0.034 0.165
C -1.55270 0.05878 -4.90912 -0.566 0.112 0.011
H -2.73199 -1.93652 1.07231 0.017 0.008 -0.058
H -4.22200 -1.09489 0.60891 0.313 0.143 0.057
H 2.41008 -2.38891 3.64593 -0.254 0.088 -0.289
H 2.55395 1.82985 -0.14622 0.016 -0.057 0.155
H 1.20414 -0.97548 -5.77689 -0.063 0.288 0.411
H 2.21531 -2.09161 -3.53970 -0.411 0.580 -0.019
C -3.32600 1.46522 1.16874 -0.038 0.179 0.047
O 0.72060 -1.14494 0.87056 0.383 -1.159 1.352
H 0.12714 -3.56419 3.32268 0.124 0.308 -0.279
H -0.65115 -1.97470 3.25029 0.003 0.007 -0.154
C 2.97161 1.79918 0.86512 0.218 -0.056 -0.069
C 1.36614 0.96829 -4.65208 0.907 0.223 0.627
C 1.34510 3.54377 1.61594 -0.039 0.099 0.103
H 2.11233 4.33198 1.66615 -0.100 -0.289 -0.067
C -0.15266 -2.73665 2.64680 -0.323 -0.006 0.025
H 2.94737 1.15152 3.52560 0.043 0.073 -0.032
Ga -0.21264 -0.31455 -2.36573 0.245 0.967 -0.957
H -1.19034 0.25920 -5.92275 0.076 -0.098 0.640
C -2.36210 -1.05422 -3.05944 -0.454 0.885 -0.271
C -1.99077 1.04034 -3.98235 -0.223 -0.084 -0.063
H 1.77462 2.35638 4.04723 0.028 0.041 0.010
C 1.75276 -3.27191 1.14027 0.110 -0.055 -0.432
H -2.71671 -0.81639 -0.29878 -0.020 0.035 0.186
C -2.50182 0.37514 -2.83166 -0.283 -0.715 -0.457
H -3.05099 2.25209 1.87289 0.047 0.063 -0.006
H -2.92040 1.73111 0.18862 -0.029 -0.101 0.117
C 1.07501 -2.18002 1.94260 -0.184 0.753 -0.963
H 1.02703 1.71558 -5.36728 -0.030 -0.267 0.178
S -0.24384 1.37276 -0.88764 0.003 -0.048 1.045
O -1.33964 0.22958 1.89204 -1.036 -0.220 -0.798
H 0.87719 3.56498 0.62876 0.077 -0.031 0.058
H -4.41326 -0.25264 3.08033 0.165 0.037 -0.145
H -1.58754 -2.19296 -4.83588 0.096 0.715 0.393
H 1.05213 -3.67557 0.40602 0.086 -0.062 0.138
Si 0.00291 0.32214 0.91776 -0.067 0.136 1.698
H -3.05883 0.83051 -1.99662 0.656 -0.272 -0.492
H 2.14918 -4.07749 1.77167 -0.182 0.182 0.014
H 1.56200 -0.83142 3.57133 0.039 0.018 -0.116
C 1.93935 -1.03866 -3.67611 0.145 0.754 -0.497
C -1.76689 -1.21931 -4.35011 -0.398 -0.151 -0.020
C 2.16383 0.01447 -2.70730 -0.532 -0.060 -0.248
H 2.57696 -2.83545 0.57399 0.047 -0.032 0.019
H -3.01225 0.61827 3.74826 -0.043 -0.011 -0.026
H -4.42709 1.44729 1.10806 0.342 -0.160 -0.005
C 1.45236 -0.43069 -4.86165 0.607 -0.186 0.323
H -1.99540 2.12662 -4.13028 0.176 -0.556 0.090
H -2.89407 -1.11001 3.42492 -0.054 0.015 -0.039
H 3.35919 2.88234 3.43037 -0.116 -0.078 -0.134
C 1.92744 2.16120 1.91828 -0.118 0.015 0.202
```
Forces are in eV/Å.

Output
- HOMO-LUMO gap (eV) = 6.77
- energy above the lowest of the compared OMol25 structures with the same formula, charge and spin (kcal per mole) = 0.0
- charge = -1
- maximum force (eV Å⁻¹) = 2.52

These are the Mulliken partial charges, in e, on atoms 1 to 5:
1 H 0.26
2 H 0.54
3 C 1.97
4 Cl -0.49
5 H 0.33

---

A molecular structure, C22H37ClP2Pt in a non-equilibrium geometry, computed with the ωB97M-V functional and the def2-TZVPD basis.

```
63
Properties=species:S:1:pos:R:3:forces:R:3
H -1.30410 -0.00207 -0.40184 -0.388 -0.426 0.044
C 0.43408 3.24356 -0.53433 0.156 -0.075 -0.477
H 2.47497 0.16042 3.22834 0.025 0.134 -0.249
H 1.96781 3.40437 6.13986 -0.388 -0.394 -0.090
C 0.21011 1.42016 3.94399 -0.684 -1.263 -2.055
C 1.14181 2.36116 4.45273 0.963 1.279 0.814
H 2.58407 0.12204 -1.35689 0.011 0.789 -1.006
P 0.67215 -0.74607 -2.29937 -0.695 -1.103 -6.351
C -3.30032 -3.66468 -1.26088 0.606 -0.494 -0.183
C -0.43358 0.60784 4.91267 -0.182 -0.094 1.454
H 3.33133 -0.66142 1.90387 -0.215 -0.155 0.169
H 0.14334 1.56898 -2.27343 0.590 0.105 -0.369
C 3.32195 3.13124 -0.53319 0.272 0.702 0.981
Pt 1.30791 0.59862 0.85685 -2.199 -3.539 4.677
P 1.83354 2.07618 -0.38090 2.680 4.345 -4.464
C 0.53840 1.87627 6.74236 0.978 1.246 -0.067
C -2.02776 -3.71812 -2.06691 -0.976 -0.705 -0.480
C -0.91991 -3.12881 -1.62410 2.019 1.973 1.423
C 2.28169 1.06737 -1.89298 0.158 1.221 1.076
H 2.08208 -1.21107 -4.33951 -0.269 0.089 0.644
C 2.11131 -1.52094 -3.27960 0.514 -0.453 1.008
H -3.77578 -4.64687 -1.36563 -0.046 0.242 0.103
H 1.13190 1.20714 -3.75043 -0.254 -0.412 0.487
H -0.51601 2.69499 -0.53470 0.182 0.207 -0.149
H -4.84706 -2.31872 -0.75002 -0.175 0.107 -0.016
C 2.34235 -0.40005 2.29878 1.343 -0.916 1.011
H -0.80064 0.22063 7.03375 0.057 0.152 -0.444
H -1.09065 -0.19006 4.57763 0.072 0.186 0.008
H -0.95438 0.64882 2.35335 0.209 0.216 -0.042
H 0.44881 3.84761 0.38320 0.132 0.009 -0.283
C -0.28850 0.83891 6.29150 -0.691 -1.115 -1.744
H -1.32095 -2.68427 0.44995 0.035 -0.065 -0.163
C -2.67850 -0.65646 -1.88832 -0.182 0.166 0.360
H -2.30563 0.24839 -2.38734 -0.787 -0.346 -0.062
H -0.35021 2.32882 2.13305 0.198 -0.199 -0.084
C -0.08349 1.31320 2.46730 -0.963 0.186 1.841
H -0.22957 -1.93548 -4.38210 -0.092 0.138 0.364
H 3.07511 -1.23121 -2.84879 -0.146 -0.329 -0.088
H -4.36686 -0.87599 -3.08078 0.174 -0.227 -0.206
H 1.76336 -1.29366 2.56987 0.038 -0.042 -0.285
C -4.30753 -2.57174 -1.66540 -0.534 -0.129 -0.008
C -0.98296 -2.14979 -0.44853 -0.022 -0.471 0.768
H 3.12294 1.41914 -2.49926 -0.169 0.061 0.344
H 0.10115 -3.34771 -1.98419 -0.752 -0.087 -0.199
H 0.55290 3.86617 -1.42970 -0.239 0.085 0.271
H 0.09797 -0.24372 -4.71839 0.106 -0.143 0.553
H 2.00159 -2.61424 -3.23638 0.142 0.337 -0.021
C -0.31607 -0.92566 -3.95925 -0.899 -0.626 0.278
H -3.03394 -3.54527 -0.19944 -0.042 -0.050 -0.345
C 0.99906 0.99929 -2.67651 -0.335 -0.319 0.631
H -5.05329 -3.02866 -2.32396 0.167 0.229 -0.005
Cl 2.13621 3.23679 3.36066 -0.291 -0.127 0.283
H 3.01347 4.18565 -0.39856 0.371 -0.433 -0.042
C -1.92971 -0.90423 -0.59748 0.243 -0.148 0.301
H -1.38000 -0.69344 -3.87153 0.294 -0.151 -0.007
H 0.03301 -1.77092 -0.17669 -0.565 -0.498 -0.292
H -2.67240 -0.97036 0.21802 0.293 0.190 -0.247
C 1.26662 2.62412 5.81930 0.303 0.179 -0.012
H 0.63420 2.10711 7.80599 -0.043 -0.172 -0.352
H 4.02735 2.86587 0.26552 0.017 0.232 -0.244
H 3.81818 2.99317 -1.51863 -0.492 0.206 0.842
C -3.76971 -1.32014 -2.29042 0.609 0.670 0.110
H -1.96320 -4.31224 -2.98218 -0.240 0.028 0.285
```
Forces are in eV/Å.

Output
- spin multiplicity = 5
- HOMO-LUMO gap (spin up / spin down) (eV) = 7.03 / 4.31
- energy above the lowest of the compared OMol25 structures with the same formula, charge and spin (kcal per mole) = 73.0
- expectation value of S² = 6.0325
- charge = +2
- maximum force (eV Å⁻¹) = 6.78

These are the Mulliken partial charges, in e, on atoms 1 to 5:
1 H -0.62
2 C -1.62
3 H 0.31
4 H 0.43
5 C 0.15